[1]
The following is a quantum chemistry calculation of C32H30BaN6O2PS2Se2Te2 as an isolated structure, from OMol25.

The value obtained for the LUMO energy is 2.12 eV. Its net charge is -1. The calculation puts the HOMO-LUMO gap at 5.483 eV. The energy above the lowest of the compared OMol25 structures with the same formula, charge and spin is 0.32 kcal per mole. As for the spin multiplicity: 1. As for the HOMO energy: -3.368 eV. The total energy is -223647.051 eV.

Cartesian coordinates (Å):
Ba1 0.623 0.484 -1.253
C1 -2.841 3.448 -2.033
N1 -2.436 2.425 -2.981
C2 -3.269 1.459 -3.520
C3 -2.518 0.675 -4.316
N2 -1.223 1.160 -4.244
C4 -1.171 2.253 -3.431
S1 0.187 3.196 -3.067
C5 -0.114 0.606 -4.958
C6 -0.186 0.472 -6.326
C7 0.901 -0.105 -6.966
C8 1.987 -0.502 -6.211
C9 1.954 -0.315 -4.834
N3 0.919 0.243 -4.213
H1 -3.707 3.981 -2.425
H2 -2.009 4.136 -1.910
H3 -3.074 3.006 -1.067
H4 -4.307 1.395 -3.250
H5 -2.738 -0.225 -4.863
H6 -1.066 0.796 -6.863
H7 0.888 -0.248 -8.039
H8 2.843 -0.983 -6.663
H9 2.766 -0.641 -4.192
Se1 3.261 -1.332 -1.369
Te1 2.063 -3.535 -1.585
Te2 0.920 -3.772 -4.002
Se2 -1.253 -2.538 -3.972
O1 -2.199 2.928 1.301
C10 -1.051 2.474 1.440
O2 -0.519 1.633 0.658
C11 -0.222 2.931 2.622
C12 -0.713 3.993 3.372
C13 -0.005 4.484 4.457
C14 1.204 3.902 4.802
C15 1.696 2.832 4.071
C16 0.999 2.326 2.973
P1 1.699 0.961 1.962
C17 0.681 -0.497 2.413
C18 1.143 -1.733 1.957
C19 0.437 -2.892 2.239
C20 -0.743 -2.828 2.966
C21 -1.217 -1.600 3.406
C22 -0.506 -0.439 3.135
C23 3.244 0.548 2.870
C24 3.287 -0.179 4.059
C25 4.499 -0.468 4.664
C26 5.687 -0.035 4.086
C27 5.658 0.681 2.900
C28 4.441 0.964 2.294
H10 -1.660 4.421 3.077
H11 -0.393 5.317 5.030
H12 1.767 4.278 5.648
H13 2.639 2.384 4.354
H14 2.052 -1.784 1.364
H15 0.795 -3.839 1.856
H16 -1.303 -3.732 3.174
H17 -2.143 -1.543 3.965
H18 -0.882 0.513 3.490
H19 2.363 -0.528 4.505
H20 4.525 -1.039 5.584
H21 6.634 -0.271 4.556
H22 6.582 1.001 2.434
H23 4.411 1.492 1.348
C29 -2.963 -5.170 -1.332
C30 -2.111 -4.532 -0.233
C31 -2.236 -3.046 -0.206
N4 -1.273 -2.249 -0.470
N5 -1.624 -0.925 -0.455
C32 -2.863 -0.724 -0.134
N6 -3.436 0.513 -0.028
S2 -3.744 -2.202 0.120
H24 -2.790 -6.246 -1.368
H25 -2.699 -4.736 -2.298
H26 -4.028 -5.002 -1.156
H27 -1.054 -4.732 -0.419
H28 -2.366 -4.944 0.748
H29 -2.800 1.260 0.264
H30 -4.301 0.540 0.487

[2]
The following is a quantum chemistry calculation of C2H2KO as an isolated structure in a non-equilibrium geometry, from OMol25.

The value obtained for the LUMO energy (spin up / spin down) is -0.85 / -1.01 eV. The calculation puts the HOMO-LUMO gap (spin up / spin down) at 3.639 / 5.485 eV. The energy above the lowest of the compared OMol25 structures with the same formula, charge and spin is 0.00 kcal per mole. As for the spin multiplicity: 2. Its expectation value of S² is 0.76. As for the HOMO energy (spin up / spin down): -4.494 / -6.498 eV. The total energy is -20472.622 eV.

Cartesian coordinates (Å):
H1 -0.479 -2.560 1.158
O1 -0.383 -0.523 0.641
C1 -0.852 -1.895 0.364
C2 0.740 -0.855 -0.005
H2 -1.418 -2.004 -0.572
K1 0.154 1.903 -0.469

[3]
The following is a quantum chemistry calculation of the molecule C12H14N2O2, from OMol25.

The value obtained for the LUMO energy is 0.54 eV. The calculation puts the HOMO-LUMO gap at 9.397 eV. The energy above the lowest of the compared OMol25 structures with the same formula, charge and spin is 37.72 kcal per mole. As for the spin multiplicity: 1. As for the HOMO energy: -8.859 eV. The total energy is -19745.686 eV.

Cartesian coordinates (Å):
C1 3.000 1.984 1.693
C2 2.052 0.871 2.021
C3 1.588 0.015 1.032
C4 0.725 -1.032 1.344
C5 0.337 -1.237 2.663
C6 0.787 -0.379 3.651
C7 1.633 0.668 3.332
H1 1.985 1.332 4.108
H2 0.480 -0.531 4.675
H3 -0.312 -2.066 2.898
C8 0.249 -1.984 0.296
O1 0.322 -3.191 0.405
N1 -0.263 -1.419 -0.825
N2 -0.590 -0.075 -1.010
C9 -1.329 0.281 -2.097
O2 -1.634 -0.535 -2.945
C10 -1.675 1.724 -2.145
C11 -3.000 2.092 -2.767
C12 -1.741 2.372 -3.507
H4 -1.396 3.390 -3.596
H5 -1.505 1.740 -4.349
H6 -3.549 2.912 -2.331
H7 -3.611 1.273 -3.112
H8 -1.318 2.319 -1.314
H9 -0.416 0.527 -0.218
H10 -0.642 -2.003 -1.567
H11 1.928 0.144 0.014
H12 3.996 1.745 2.065
H13 2.683 2.911 2.167
H14 3.066 2.140 0.619

[4]
The following is a quantum chemistry calculation of a 2-piece molecular cluster, C3H6Se overall in a non-equilibrium geometry, from OMol25.

The value obtained for the LUMO energy (spin up / spin down) is 0.37 / 0.39 eV. The calculation puts the HOMO-LUMO gap (spin up / spin down) at 8.631 / 7.909 eV. The energy above the lowest of the compared OMol25 structures with the same formula, charge and spin is 84.19 kcal per mole. As for the spin multiplicity: 1. As for the HOMO energy (spin up / spin down): -8.256 / -7.515 eV. The total energy is -68549.059 eV.

Cartesian coordinates (Å):
C1 -0.228 -1.597 -0.699
C2 -0.873 -1.219 0.375
C3 0.168 1.247 0.709
Se1 0.444 1.967 -0.978
H1 -0.361 -2.486 -1.259
H2 0.324 -0.778 -1.331
H3 -1.357 -1.664 1.303
H4 -0.781 1.288 1.087
H5 0.964 0.971 1.325
H6 1.782 1.409 -1.163